Record 1
{"formula": "C24H70N2O12", "method": "ωB97M-V/def2-TZVPD", "elements": ["O", "O", "O", "O", "O", "O", "O", "O", "O", "O", "O", "O", "N", "N", "C", "C", "C", "C", "C", "C", "C", "C", "C", "C", "C", "C", "C", "C", "C", "C", "C", "C", "C", "C", "C", "C", "C", "C", "H", "H", "H", "H", "H", "H", "H", "H", "H", "H", "H", "H", "H", "H", "H", "H", "H", "H", "H", "H", "H", "H", "H", "H", "H", "H", "H", "H", "H", "H", "H", "H", "H", "H", "H", "H", "H", "H", "H", "H", "H", "H", "H", "H", "H", "H", "H", "H", "H", "H", "H", "H", "H", "H", "H", "H", "H", "H", "H", "H", "H", "H", "H", "H", "H", "H", "H", "H", "H", "H"], "coordinates": [[15.9470, 17.7483, -11.3164], [17.2405, 20.2252, -11.7248], [13.2006, 24.4262, -10.1556], [13.8343, 19.9644, -11.7136], [14.5737, 23.9019, -7.7169], [12.0218, 12.4583, -7.0909], [11.4225, 22.7746, -8.2355], [10.6710, 19.6963, -7.6435], [11.2833, 20.3668, -10.6563], [12.5061, 20.8640, -5.8967], [16.5635, 23.0303, -11.7109], [14.7360, 21.1058, -7.4045], [18.3875, 20.4724, -12.5033], [12.1851, 13.8518, -7.0996], [11.5280, 15.9502, -8.1377], [11.2910, 14.3388, -4.7429], [13.6879, 13.8109, -5.1834], [20.6747, 20.0782, -14.1029], [19.4133, 20.7266, -14.6619], [12.7644, 20.2137, -4.6667], [11.1861, 14.4471, -8.0370], [19.6472, 18.5021, -11.5343], [14.1561, 20.5391, -8.5916], [11.7087, 16.6683, -6.8191], [12.7394, 15.9449, -5.9937], [16.4283, 23.4622, -10.3897], [17.0019, 21.1679, -14.3817], [10.0977, 23.2393, -8.3930], [9.7208, 14.2712, -7.6353], [10.2671, 19.6154, -11.3042], [20.8602, 20.3857, -12.6179], [12.4223, 14.4561, -5.7825], [18.1587, 20.2644, -13.9337], [13.3006, 24.6500, -11.5508], [19.6690, 20.7075, -10.4629], [17.8050, 18.8155, -14.3861], [19.5961, 20.0029, -11.8170], [11.3817, 13.9318, -9.4601], [14.8405, 22.0465, -7.6402], [13.3128, 20.8222, -6.4682], [9.7673, 20.2885, -12.0080], [12.1530, 20.1569, -11.0428], [11.1833, 12.2673, -6.6336], [14.8515, 20.2972, -9.4034], [17.4032, 23.5220, -9.8788], [11.6215, 14.6841, -3.7629], [9.0106, 14.4288, -8.4449], [17.9648, 18.6629, -15.4490], [15.2655, 17.7165, -10.6375], [14.9818, 24.7535, -7.5330], [16.7773, 18.6169, -14.0770], [9.4615, 14.9015, -6.7824], [17.3210, 22.1896, -14.1591], [13.9394, 19.2337, -12.3337], [19.9034, 17.9283, -12.4309], [21.8089, 19.9896, -12.2546], [14.0944, 24.0431, -11.9949], [13.5996, 19.6176, -8.4219], [10.6892, 18.7460, -11.8166], [9.4442, 13.2989, -7.2082], [10.7195, 16.4008, -8.7191], [17.0017, 22.1680, -11.7262], [10.7538, 16.8702, -6.3267], [14.5687, 13.9562, -5.8104], [13.4747, 21.3114, -8.9648], [12.9868, 16.4546, -5.0571], [11.1753, 20.0910, -6.9042], [16.0040, 24.4573, -10.2743], [19.4054, 20.4799, -15.7263], [12.0345, 17.6886, -7.0362], [12.4537, 16.1035, -8.6861], [10.3384, 14.7498, -5.0549], [16.9570, 19.3120, -11.9110], [9.3725, 22.9242, -7.6420], [18.8087, 20.5142, -9.8162], [14.7254, 20.3331, -11.6192], [13.4783, 25.7175, -11.6542], [20.9849, 21.4648, -12.4806], [16.8838, 21.0461, -15.4578], [16.3550, 16.8738, -11.2942], [9.6934, 22.9388, -9.3643], [18.4510, 18.1465, -13.8173], [20.5255, 20.4347, -9.8426], [13.5336, 20.6885, -4.0448], [10.6932, 14.4835, -10.1046], [13.1008, 19.1819, -4.8030], [13.8680, 14.2056, -4.1844], [15.9412, 22.7220, -9.7422], [13.7464, 15.9773, -6.4322], [19.6840, 21.8021, -10.4913], [11.8003, 23.3906, -7.5963], [13.0169, 23.4965, -9.9609], [10.0375, 24.3247, -8.5410], [18.6945, 18.0649, -11.2304], [12.3742, 24.3505, -12.0491], [11.1215, 20.0290, -8.4319], [12.3594, 14.1394, -9.8925], [11.1958, 13.2665, -4.5206], [21.5297, 20.3401, -14.7331], [9.5873, 19.2772, -10.5190], [13.5837, 12.7249, -5.1411], [11.1057, 12.8773, -9.4868], [14.4369, 23.9069, -8.6789], [20.4538, 18.2897, -10.8342], [20.6141, 19.0134, -14.3584], [19.4728, 21.8183, -14.6216], [16.0689, 21.0348, -13.8375], [11.8351, 20.3378, -4.1094]], "forces_ev_per_angstrom": [[0.00, -0.31, -0.11], [-0.21, -0.52, -0.28], [0.25, -0.21, 0.62], [0.36, -0.18, -0.17], [0.04, -0.20, -0.16], [-0.14, -0.26, 0.64], [-0.16, 0.46, 0.26], [0.10, -0.11, 0.08], [0.61, -0.11, 0.21], [0.65, -0.13, -0.21], [-0.40, 0.37, -0.45], [0.21, -0.65, -0.92], [0.51, 0.76, -0.35], [-0.37, 0.51, -1.23], [-0.64, 0.11, 0.24], [0.52, -1.53, 0.08], [-0.25, -0.54, -0.33], [0.14, -0.17, -0.57], [0.76, 0.22, -0.06], [-0.01, 0.45, 0.21], [1.01, 1.02, 0.04], [0.02, -0.81, -0.88], [-0.21, 0.68, -0.53], [-0.02, 0.80, -0.20], [0.85, -0.13, 0.09], [1.35, -0.65, 1.36], [0.77, 0.62, 0.36], [-0.88, 0.55, -1.46], [-0.46, -0.35, 1.17], [0.32, 0.38, 0.31], [-0.44, 0.72, -0.85], [0.46, 0.57, 0.81], [-0.67, -0.25, -0.98], [-0.18, -0.59, -0.06], [-0.46, 0.73, 1.14], [0.40, 0.31, 1.58], [0.84, -0.40, 0.90], [-0.53, -0.37, 0.04], [0.12, -0.07, 0.78], [-0.39, 0.38, 0.63], [-0.24, -0.40, -0.07], [-0.41, 0.25, 0.14], [0.12, 0.00, -0.06], [0.46, 0.21, 0.41], [0.18, 0.21, -0.27], [-0.09, 0.67, -0.20], [0.18, 0.26, -0.10], [-0.21, 0.07, -0.04], [-0.06, 0.14, 0.09], [0.02, -0.06, 0.08], [-0.07, -0.26, -0.34], [-0.05, 0.51, -0.42], [-0.20, 0.11, -0.24], [0.04, 0.04, -0.01], [0.14, 0.18, -0.07], [-0.36, -0.55, 0.40], [0.22, 0.31, -0.02], [-0.08, 0.14, 0.55], [-0.19, 0.02, -0.08], [0.44, -0.34, -0.43], [0.08, 0.19, 0.00], [-0.03, 0.09, 0.08], [0.01, -0.50, 0.29], [-0.09, 0.36, -0.05], [-0.34, -0.49, -0.30], [-0.71, -0.25, 0.36], [-0.10, 0.05, -0.30], [-0.40, -0.17, -0.53], [-0.55, -0.05, 0.02], [0.13, -0.04, -0.03], [0.16, -0.34, -0.29], [0.04, 0.15, 0.22], [-0.04, -0.02, 0.41], [0.35, -0.14, 0.30], [-0.11, -0.39, -0.28], [-0.15, 0.09, -0.05], [0.06, -0.08, -0.30], [-0.10, 0.10, -0.32], [-0.28, 0.05, 0.02], [-0.02, 0.10, -0.05], [0.28, -0.71, 0.11], [-0.08, -0.34, -0.34], [0.21, -0.29, -0.42], [0.11, 0.29, -0.33], [-0.21, -0.11, 0.07], [-0.47, -0.15, 0.07], [0.07, -0.01, 0.01], [-0.64, 0.13, -0.26], [-0.31, 0.04, -0.76], [0.11, -0.03, -0.64], [0.41, -0.37, 0.05], [-0.51, 0.11, -0.27], [0.30, 0.13, 0.64], [0.06, 0.26, 0.54], [-0.07, 0.29, -0.03], [-0.19, 0.13, -0.10], [0.25, -0.36, 0.42], [-0.54, -0.04, -0.26], [0.12, 0.55, 0.36], [-0.17, -0.03, -0.27], [-0.19, 0.04, 0.27], [0.31, -0.05, -0.34], [-0.16, 0.47, 0.08], [-0.28, -0.04, 0.29], [-0.16, -0.21, 0.67], [0.10, -0.01, 0.24], [-0.04, -0.38, -0.17], [0.04, -0.66, 0.12]], "homo_lumo_gap_ev": 8.4}

Record 2
{"formula": "CH3N3O3", "method": "ωB97M-V/def2-TZVPD", "elements": ["O", "O", "O", "N", "N", "N", "C", "H", "H", "H"], "coordinates": [[-0.8963, -1.3549, -1.0881], [2.8613, 0.2460, 1.5256], [0.0200, 0.7060, -1.4634], [0.6711, 0.3541, 1.7384], [1.7322, 0.2526, 1.3164], [1.3268, 0.2891, -1.4319], [-1.0083, -0.1749, -1.2758], [-2.0576, 0.4525, -1.3362], [1.1519, -0.7646, -1.3479], [0.2938, 0.7008, 2.6438]], "forces_ev_per_angstrom": [[0.06, 1.15, -0.23], [4.73, 0.32, 1.28], [-0.31, 1.02, -0.03], [-6.34, 0.76, 1.32], [0.30, -0.86, -2.76], [-1.18, -2.07, 0.22], [-2.03, 0.33, 0.08], [2.62, -1.51, 0.14], [0.89, 1.06, -0.03], [1.25, -0.20, 0.01]], "homo_lumo_gap_ev": [8.0, 9.7]}

no.,DFT total energy (eV)
1,-53569.1600
2,-11691.0033